Record 1
ORCA calculation (wB97M-V/def2-TZVPD) on a structure of composition C52H53AsNO5P2Si2Zn.

Last column: natural (NBO) charge in e.
Element x y z (Å)
Zn  -1.23  -0.57  -0.08  1.499
O  -2.40  4.57  -4.74  -0.749
C  -2.21  3.37  -5.01  0.728
O  -2.21  2.76  -6.09  -0.734
C  -1.90  2.49  -3.78  -0.034
C  -2.57  2.71  -2.58  -0.199
C  -2.33  1.89  -1.50  0.007
N  -1.43  0.90  -1.54  -0.631
C  -0.78  0.67  -2.69  0.090
C  -0.99  1.44  -3.82  -0.205
C  0.13  -0.54  -2.66  0.760
O  1.01  -0.67  -3.49  -0.641
O  -0.16  -1.36  -1.71  -0.913
H  -3.28  3.53  -2.51  0.231
H  -2.86  2.01  -0.57  0.196
H  -0.46  1.20  -4.73  0.259
C  2.54  -0.03  6.84  -0.593
C  1.43  -0.54  5.91  -0.077
C  0.56  -1.56  6.67  -0.592
C  2.03  -1.20  4.69  -0.094
C  3.15  -2.03  4.81  -0.186
C  3.73  -2.63  3.72  -0.227
C  3.13  -2.48  2.48  -0.182
C  1.95  -1.77  2.31  -0.378
P  1.08  -1.77  0.66  0.827
C  0.77  -3.59  0.42  -0.384
C  1.61  -4.61  0.85  -0.145
C  1.32  -5.94  0.61  -0.245
C  0.17  -6.29  -0.09  -0.192
C  -0.68  -5.29  -0.52  -0.235
C  -0.39  -3.96  -0.25  -0.107
C  2.51  -1.38  -0.39  -0.347
C  3.20  -2.30  -1.17  -0.200
C  4.27  -1.89  -1.95  -0.186
C  4.66  -0.56  -1.97  -0.205
C  3.96  0.37  -1.21  -0.216
C  2.89  -0.04  -0.43  -0.146
C  1.47  -1.06  3.42  0.381
O  0.40  -0.22  3.20  -0.488
C  0.11  0.73  4.15  0.370
C  -0.63  1.83  3.72  -0.369
C  -0.94  2.82  4.64  -0.169
C  -0.57  2.71  5.96  -0.235
C  0.17  1.62  6.36  -0.176
C  0.56  0.63  5.46  -0.097
P  -1.09  2.07  1.95  0.853
C  -2.76  2.81  2.16  -0.361
C  -3.28  3.75  1.26  -0.224
C  -4.59  4.19  1.37  -0.214
C  -5.42  3.69  2.36  -0.209
C  -4.93  2.73  3.23  -0.232
C  -3.62  2.30  3.13  -0.128
C  0.06  3.48  1.66  -0.337
C  -0.26  4.81  1.45  -0.155
C  0.75  5.74  1.19  -0.219
C  2.07  5.35  1.15  -0.211
C  2.40  4.02  1.38  -0.207
C  1.41  3.10  1.63  -0.208
H  3.15  -0.85  7.21  0.205
H  2.13  0.47  7.72  0.206
H  3.19  0.67  6.32  0.221
H  1.16  -2.42  6.97  0.208
H  -0.26  -1.91  6.05  0.222
H  0.14  -1.10  7.57  0.206
H  3.58  -2.18  5.79  0.208
H  4.63  -3.22  3.82  0.211
H  3.62  -2.90  1.61  0.220
H  2.51  -4.39  1.41  0.205
H  2.00  -6.71  0.96  0.208
H  -0.05  -7.33  -0.30  0.209
H  -1.59  -5.54  -1.06  0.218
H  -1.08  -3.21  -0.61  0.228
H  2.88  -3.33  -1.19  0.220
H  4.79  -2.62  -2.56  0.208
H  5.49  -0.25  -2.59  0.209
H  4.24  1.42  -1.25  0.212
H  2.32  0.70  0.13  0.201
H  -1.49  3.69  4.30  0.224
H  -0.83  3.48  6.68  0.213
H  0.48  1.54  7.40  0.206
H  -2.67  4.11  0.44  0.226
H  -4.96  4.92  0.66  0.218
H  -6.44  4.04  2.43  0.210
H  -5.58  2.31  3.99  0.211
H  -3.27  1.53  3.81  0.215
H  -1.28  5.15  1.50  0.210
H  0.48  6.78  1.02  0.212
H  2.85  6.08  0.94  0.211
H  3.44  3.71  1.36  0.212
H  1.67  2.06  1.81  0.212
C  -3.42  -4.70  1.61  -1.132
Si  -2.96  -3.09  2.48  1.423
C  -4.19  -2.88  3.89  -1.122
C  -1.30  -3.36  3.30  -1.121
As  -3.10  -1.06  1.34  -1.002
Si  -4.64  -1.62  -0.32  1.424
C  -6.22  -2.21  0.53  -1.125
C  -5.09  -0.07  -1.27  -1.127
C  -4.06  -2.91  -1.55  -1.138
H  -3.63  -5.45  2.38  0.230
H  -2.61  -5.06  0.98  0.241
H  -4.31  -4.60  0.99  0.232
H  -4.29  -3.81  4.47  0.221
H  -5.18  -2.60  3.53  0.234
H  -3.86  -2.09  4.57  0.231
H  -1.41  -4.05  4.14  0.228
H  -0.91  -2.42  3.68  0.226
H  -0.55  -3.78  2.62  0.239
H  -6.57  -1.42  1.20  0.236
H  -6.06  -3.10  1.14  0.228
H  -7.01  -2.42  -0.19  0.229
H  -5.34  0.75  -0.59  0.237
H  -5.96  -0.26  -1.90  0.233
H  -4.27  0.27  -1.91  0.247
H  -3.72  -3.82  -1.06  0.229
H  -3.23  -2.51  -2.15  0.249
H  -4.87  -3.17  -2.24  0.232

HOMO level: -5.22 eV
Electronic energy: -7721.36041 Ha
Multiplicity: 1
Strongest force on any atom: 0.77 eV/A
Total charge: -1
Frontier orbital gap: 7.1089 eV

***

Record 2
ORCA calculation (wB97M-V/def2-TZVPD) on a structure of composition C8H12Cl2OPd.

Last column: Mulliken spin population.
Element x y z (Å)
Pd  1.46  -0.57  1.44  1.527
Cl  -1.35  -1.77  0.53  0.028
Cl  0.91  2.24  2.67  0.175
C  2.47  -1.99  1.86  1.259
H  3.17  -2.23  0.99  0.043
H  1.85  -2.92  2.02  0.027
C  -1.19  0.04  0.52  -0.093
C  0.14  0.43  0.28  0.621
H  -1.53  0.35  1.52  0.020
C  0.70  -0.10  -1.03  -0.048
H  0.17  1.53  0.30  -0.029
C  -0.10  0.48  -2.20  0.094
H  1.78  0.19  -1.14  -0.041
H  0.54  -1.19  -1.02  -0.019
C  -1.60  0.30  -2.03  -0.009
H  0.12  1.54  -2.39  0.000
H  0.23  -0.04  -3.09  0.002
C  -2.12  0.52  -0.60  0.066
H  -2.11  1.00  -2.70  0.007
H  -1.90  -0.70  -2.37  -0.002
H  -2.31  1.59  -0.46  -0.002
H  -3.11  0.04  -0.50  0.005
O  2.10  0.56  4.24  0.080
C  1.67  0.71  3.13  0.289

HOMO level (spin up / spin down): -6.67 / -9.69 eV
Electronic energy: -1435.22376 Ha
Multiplicity: 5
⟨S²⟩: 6.0125
Strongest force on any atom: 6.99 eV/A
Total charge: 0
Frontier orbital gap (spin up / spin down): 7.2404 / 7.0509 eV

***

Record 3
ORCA calculation (wB97M-V/def2-TZVPD) on the molecule C4H9NO.

Last column: natural (NBO) charge in e.
Element x y z (Å)
C  2.90  -0.31  -0.12  -0.416
N  1.67  0.48  -0.12  -0.610
C  0.48  -0.32  0.11  -0.210
C  -0.76  0.60  0.06  -0.516
C  -2.02  -0.18  0.32  0.447
O  -3.01  -0.20  -0.40  -0.512
H  3.77  0.37  -0.18  0.205
H  2.92  -0.97  -1.01  0.194
H  3.04  -0.96  0.75  0.165
H  1.72  1.17  0.63  0.347
H  0.40  -1.06  -0.70  0.194
H  0.49  -0.90  1.05  0.162
H  -0.69  1.39  0.81  0.219
H  -0.85  1.09  -0.91  0.235
H  -1.99  -0.76  1.26  0.097

HOMO level: -9.31 eV
Electronic energy: -287.77580 Ha
Multiplicity: 1
Strongest force on any atom: 1.37 eV/A
Total charge: 0
Frontier orbital gap: 10.2619 eV

***

Record 4
ORCA calculation (wB97M-V/def2-TZVPD) on a structure of composition C24H56CaN8O8.

Last column: Löwdin charge in e.
Element x y z (Å)
Ca  0.03  0.02  -0.07  1.441
C  -2.03  2.01  -2.18  -0.261
O  -1.57  1.18  -1.36  -0.146
N  -3.15  1.78  -2.87  -0.165
C  -3.47  2.76  -3.88  -0.045
C  -3.93  0.56  -2.76  -0.002
H  -1.46  2.94  -2.29  0.151
H  -2.80  3.61  -3.90  0.092
H  -4.50  3.11  -3.78  0.096
H  -3.44  2.34  -4.89  0.092
H  -3.79  0.26  -1.72  0.074
H  -4.99  0.65  -2.99  0.105
H  -3.50  -0.17  -3.44  0.091
C  0.71  -1.53  3.12  -0.234
O  0.26  -1.23  1.98  -0.113
N  1.64  -2.46  3.44  -0.188
C  1.88  -2.76  4.79  -0.058
C  2.32  -3.23  2.42  -0.024
H  0.18  -1.27  4.05  0.144
H  1.56  -1.97  5.47  0.094
H  2.94  -2.98  4.95  0.103
H  1.21  -3.58  5.03  0.105
H  2.30  -2.69  1.47  0.059
H  3.36  -3.41  2.70  0.098
H  1.90  -4.22  2.26  0.099
C  0.54  -3.63  -0.71  -0.306
O  0.32  -2.43  -0.49  -0.079
N  -0.38  -4.59  -0.57  -0.139
C  0.08  -6.04  -0.50  -0.019
C  -1.82  -4.30  -0.66  -0.022
H  1.50  -4.17  -0.80  0.135
H  -0.58  -6.66  0.10  0.090
H  1.05  -6.08  0.00  0.076
H  0.16  -6.62  -1.42  0.088
H  -1.93  -3.26  -0.98  0.071
H  -2.16  -4.91  -1.50  0.098
H  -2.49  -4.34  0.20  0.082
C  -2.91  -1.47  1.05  -0.319
O  -1.94  -1.03  0.48  -0.104
N  -3.89  -0.70  1.51  -0.151
C  -4.79  -1.26  2.45  -0.060
C  -4.10  0.72  1.10  -0.010
H  -3.09  -2.51  1.33  0.133
H  -4.56  -2.32  2.56  0.088
H  -5.80  -1.22  2.04  0.103
H  -4.72  -0.84  3.45  0.101
H  -5.01  0.87  0.52  0.090
H  -4.41  1.27  1.99  0.084
H  -3.28  1.19  0.57  0.067
C  1.51  3.41  -0.97  -0.284
O  0.94  2.39  -0.53  -0.083
N  1.22  4.66  -0.52  -0.155
C  0.25  4.89  0.59  -0.012
C  1.95  5.90  -1.00  -0.021
H  2.43  3.43  -1.56  0.145
H  -0.31  5.82  0.51  0.091
H  0.88  4.92  1.49  0.090
H  -0.45  4.06  0.63  0.073
H  1.24  6.73  -1.01  0.087
H  2.84  6.19  -0.45  0.087
H  2.34  5.69  -2.00  0.081
C  1.39  0.23  -3.19  -0.294
O  1.09  -0.24  -2.13  -0.113
N  0.72  -0.09  -4.31  -0.198
C  1.00  0.56  -5.54  -0.055
C  -0.50  -0.85  -4.25  -0.011
H  2.24  0.90  -3.40  0.154
H  2.00  1.00  -5.59  0.100
H  0.23  1.18  -5.99  0.096
H  1.01  -0.33  -6.18  0.098
H  -1.19  -0.26  -4.85  0.094
H  -0.28  -1.79  -4.74  0.105
H  -0.76  -1.03  -3.20  0.086
C  3.57  -0.05  0.44  -0.279
O  2.31  -0.01  0.35  -0.162
N  4.31  -0.93  -0.18  -0.128
C  5.74  -0.73  -0.32  -0.042
C  3.68  -2.13  -0.88  0.012
H  4.12  0.82  0.83  0.152
H  6.13  0.18  0.14  0.087
H  6.10  -0.71  -1.36  0.100
H  6.30  -1.38  0.35  0.095
H  3.67  -2.96  -0.18  0.076
H  2.67  -2.03  -1.30  0.059
H  4.33  -2.43  -1.70  0.094
C  -1.29  2.04  2.70  -0.254
O  -0.91  1.50  1.62  -0.146
N  -0.39  2.45  3.57  -0.159
C  -0.54  2.95  4.94  -0.042
C  1.06  2.27  3.32  -0.016
H  -2.32  2.28  2.97  0.147
H  -1.60  2.98  5.19  0.091
H  -0.12  3.96  5.03  0.097
H  -0.12  2.33  5.73  0.095
H  1.49  1.53  3.98  0.098
H  1.07  2.04  2.26  0.068
H  1.50  3.26  3.44  0.092

HOMO level: -13.68 eV
Electronic energy: -2665.34651 Ha
Multiplicity: 1
Strongest force on any atom: 4.05 eV/A
Total charge: +2
Frontier orbital gap: 10.1053 eV

***

Record 5
ORCA calculation (wB97M-V/def2-TZVPD) on a structure of composition C14H28GeN9O3Tl.

Last column: Mulliken spin population.
Element x y z (Å)
Tl  0.19  0.02  -0.01  -0.021
C  -3.23  3.12  0.57  0.000
C  -2.12  2.32  1.23  0.000
C  -2.63  1.57  2.45  0.001
C  -0.94  3.21  1.55  0.008
O  -1.64  1.34  0.24  0.005
Ge  -2.66  0.14  -0.80  -0.001
O  -1.07  0.12  -1.86  0.002
C  -0.83  0.58  -3.24  -0.001
C  -0.69  2.09  -3.23  -0.001
C  -2.03  0.14  -4.06  0.000
C  0.42  -0.12  -3.73  0.001
O  -1.58  -1.17  0.16  -0.002
C  -1.65  -2.64  0.28  0.000
C  -1.22  -3.24  -1.04  0.000
C  -0.71  -3.03  1.41  -0.001
C  -3.09  -2.97  0.62  0.000
H  -3.58  3.89  1.25  0.000
H  -2.87  3.61  -0.34  0.000
H  -4.09  2.50  0.32  0.000
H  -2.95  2.28  3.21  0.000
H  -3.48  0.94  2.19  0.000
H  -1.85  0.94  2.88  -0.002
H  -1.23  3.98  2.26  0.000
H  -0.13  2.64  2.01  -0.007
H  -0.57  3.70  0.65  0.000
H  -1.61  2.56  -2.86  0.000
H  0.14  2.41  -2.60  0.000
H  -0.50  2.46  -4.24  0.000
H  -2.96  0.59  -3.70  0.000
H  -1.90  0.45  -5.10  0.000
H  -2.14  -0.94  -4.04  0.000
H  1.30  0.18  -3.16  -0.001
H  0.29  -1.21  -3.66  0.000
H  0.62  0.13  -4.77  0.000
H  -0.19  -2.96  -1.29  0.000
H  -1.26  -4.33  -0.99  0.000
H  -1.86  -2.91  -1.86  0.000
H  0.33  -2.74  1.17  0.000
H  -0.99  -2.55  2.34  0.000
H  -0.71  -4.11  1.54  0.000
H  -3.76  -2.66  -0.18  0.000
H  -3.19  -4.05  0.74  0.000
H  -3.39  -2.49  1.55  0.000
N  2.91  1.70  1.85  0.349
C  2.06  0.95  2.58  0.006
N  2.12  0.84  3.91  0.157
N  1.13  0.05  4.23  -0.015
N  0.47  -0.33  3.13  0.240
N  1.04  0.23  2.08  0.037
C  2.90  1.80  0.50  -0.040
N  3.84  2.48  -0.15  0.137
N  3.52  2.36  -1.43  -0.032
N  2.43  1.63  -1.56  0.166
N  2.00  1.27  -0.35  0.033
H  3.64  2.19  2.35  -0.017

HOMO level (spin up / spin down): -12.80 / -12.80 eV
Electronic energy: -3517.86207 Ha
Multiplicity: 2
⟨S²⟩: 0.7750
Strongest force on any atom: 0.88 eV/A
Total charge: +1
Frontier orbital gap (spin up / spin down): 7.8928 / 5.5539 eV